{"formula": "C16H37N5PtSbSe", "method": "ωB97M-V with the def2-TZVPD basis set", "charge": 1, "homo_lumo_gap_ev": 7.8, "e_above_lowest_kj_mol": 94.7, "e_lumo_ev": -2.70, "symbols": ["Pt", "N", "C", "C", "C", "C", "N", "H", "H", "H", "H", "H", "H", "H", "H", "H", "H", "H", "H", "C", "Sb", "C", "C", "H", "H", "H", "H", "H", "H", "H", "H", "H", "Se", "C", "C", "C", "N", "C", "C", "H", "H", "H", "H", "C", "C", "C", "C", "N", "N", "H", "H", "H", "H", "H", "H", "H", "H", "H", "H", "H", "H"], "xyz": [[0.034, 0.331, -0.752], [2.275, 0.762, -0.582], [3.020, 1.405, 0.533], [3.285, 0.514, 1.742], [2.264, 0.563, 2.880], [1.019, -0.288, 2.724], [0.008, 0.402, 1.898], [2.743, -0.108, -0.816], [2.374, 1.351, -1.404], [2.457, 2.286, 0.846], [3.978, 1.755, 0.139], [4.246, 0.829, 2.151], [3.434, -0.521, 1.413], [1.974, 1.608, 3.047], [2.765, 0.253, 3.798], [0.624, -0.536, 3.714], [1.264, -1.225, 2.222], [-0.089, 1.355, 2.239], [-0.903, -0.028, 2.022], [-1.208, 3.743, 0.707], [-0.576, 2.697, -1.022], [1.122, 3.846, -1.594], [-1.929, 3.426, -2.461], [-1.418, 4.773, 0.422], [-0.429, 3.738, 1.468], [-2.109, 3.290, 1.115], [0.785, 4.854, -1.832], [1.586, 3.420, -2.483], [1.856, 3.907, -0.795], [-1.928, 4.511, -2.376], [-2.931, 3.045, -2.278], [-1.603, 3.132, -3.456], [-1.902, -0.442, -1.982], [-3.479, 0.386, -1.259], [-3.953, 0.099, 0.015], [-5.124, 0.703, 0.445], [-5.836, 1.548, -0.296], [-5.389, 1.799, -1.520], [-4.228, 1.249, -2.048], [-3.425, -0.588, 0.664], [-5.514, 0.488, 1.434], [-5.985, 2.478, -2.119], [-3.930, 1.474, -3.065], [2.242, -4.377, 1.070], [1.277, -3.907, -0.014], [1.727, -4.422, -1.382], [-0.141, -4.377, 0.302], [1.318, -2.422, 0.068], [0.443, -1.773, -0.860], [2.263, -5.465, 1.109], [1.938, -4.000, 2.046], [3.259, -4.035, 0.867], [1.721, -5.511, -1.398], [2.743, -4.094, -1.610], [1.064, -4.096, -2.186], [-0.133, -5.448, 0.501], [-0.834, -4.215, -0.526], [-0.526, -3.874, 1.191], [2.262, -2.112, -0.143], [-0.499, -2.134, -0.701], [0.650, -2.022, -1.832]], "mulliken_charge": [0.938, -0.840, -0.583, -0.429, -0.948, -0.095, -0.488, 0.244, 0.283, 0.197, 0.510, 0.348, 0.260, 0.353, 0.401, 0.487, -0.180, 0.132, 0.164, -1.384, 0.877, -1.450, -1.182, 0.473, 0.391, 0.394, 0.492, 0.443, 0.410, 0.454, 0.292, 0.375, -0.176, 0.127, -0.267, -0.513, -0.573, -0.266, -0.552, 0.437, 0.369, 0.388, 0.646, -1.712, 1.305, -1.658, -1.868, 0.061, -0.630, 0.460, 0.360, 0.395, 0.450, 0.363, 0.400, 0.489, 0.411, 0.379, 0.216, 0.310, 0.311]}